Entry from the Open Molecules 2025 dataset: a molecular structure, C54H44AsHoNP3S2 in a non-equilibrium geometry (ωB97M-V/def2-TZVPD).

Summary:
HOMO energy (spin up / spin down)	-0.467 / -0.467	Ha
E	-7142.67554	hartree
charge	+2
LUMO (spin up / spin down)	-6.38 / -6.28	eV
2S+1	5

Element x y z (Å)
1 Ho 10.758 12.779 13.779
2 N 10.359 10.001 11.400
3 P 11.769 10.996 11.297
4 C 12.935 9.719 10.646
5 C 13.329 9.783 9.307
6 C 14.245 8.837 8.833
7 C 14.713 7.815 9.650
8 C 14.292 7.803 11.003
9 C 13.355 8.678 11.483
10 C 12.327 11.185 13.029
11 C 13.588 12.030 13.163
12 C 14.307 11.762 14.434
13 C 13.922 10.942 15.425
14 C 12.657 10.199 15.346
15 C 11.945 10.281 14.041
16 P 8.722 10.557 11.647
17 C 8.350 9.920 13.317
18 C 8.019 8.579 13.639
19 C 7.732 8.198 14.952
20 C 7.722 9.129 15.950
21 C 7.888 10.491 15.670
22 C 8.238 10.889 14.361
23 C 7.645 9.430 10.674
24 C 8.114 8.758 9.566
25 C 7.267 7.860 8.892
26 C 5.910 7.791 9.176
27 C 5.433 8.592 10.191
28 C 6.293 9.272 11.020
29 H 10.392 9.075 10.967
30 H 12.929 10.636 8.723
31 H 14.508 8.902 7.778
32 H 15.402 7.021 9.283
33 H 14.643 6.991 11.660
34 H 12.985 8.610 12.504
35 H 14.254 11.995 12.280
36 H 15.266 12.340 14.561
37 H 14.428 10.865 16.368
38 H 12.815 9.138 15.637
39 H 11.100 9.629 13.930
40 H 8.019 7.868 12.804
41 H 7.562 7.137 15.215
42 H 7.574 8.837 17.013
43 H 7.744 11.339 16.346
44 H 8.223 11.990 14.097
45 H 9.134 8.904 9.224
46 H 7.692 7.238 8.114
47 H 5.228 7.123 8.632
48 H 4.344 8.609 10.350
49 H 5.934 9.756 11.934
50 S 11.293 10.497 16.716
51 P 10.985 12.604 16.809
52 S 13.122 13.819 13.530
53 C 12.318 13.272 17.932
54 C 13.023 14.447 17.551
55 C 13.852 15.082 18.478
56 C 14.024 14.487 19.734
57 C 13.438 13.259 20.076
58 C 12.592 12.671 19.151
59 C 9.489 12.918 17.793
60 C 8.652 13.937 17.338
61 C 7.402 14.178 17.948
62 C 6.949 13.359 18.961
63 C 7.845 12.390 19.501
64 C 9.104 12.175 18.912
65 H 12.934 14.757 16.509
66 H 14.380 15.961 18.104
67 H 14.736 14.950 20.415
68 H 13.578 12.810 21.041
69 H 12.180 11.691 19.338
70 H 8.934 14.471 16.427
71 H 6.857 15.015 17.527
72 H 5.928 13.509 19.407
73 H 7.532 11.733 20.301
74 H 9.811 11.478 19.353
75 C 11.717 19.075 9.996
76 C 12.872 18.337 10.287
77 C 12.843 16.927 10.354
78 C 11.602 16.291 10.200
79 C 10.446 17.019 10.023
80 C 10.517 18.399 9.871
81 As 11.695 14.279 10.612
82 C 10.212 14.301 11.936
83 C 10.232 15.128 13.133
84 C 9.050 15.271 13.863
85 C 7.861 14.664 13.400
86 C 7.797 13.996 12.184
87 C 8.960 13.926 11.396
88 C 9.034 13.615 9.964
89 C 7.909 13.446 9.093
90 C 8.122 13.400 7.722
91 C 9.394 13.527 7.183
92 C 10.463 13.764 8.001
93 C 10.287 13.718 9.381
94 H 11.785 20.169 9.904
95 H 13.808 18.870 10.355
96 H 13.754 16.384 10.507
97 H 9.484 16.475 10.051
98 H 9.589 18.917 9.590
99 H 11.081 15.780 13.269
100 H 9.018 15.904 14.742
101 H 6.993 14.661 14.067
102 H 6.830 13.611 11.820
103 H 6.872 13.411 9.473
104 H 7.294 13.211 7.007
105 H 9.506 13.545 6.097
106 H 11.479 13.942 7.593